[1]
ORCA calculation (the ωB97M-V functional and the def2-TZVPD basis) on C4H9N3O in the gas phase.

## Properties
* gap between HOMO and LUMO: 9.12 eV
* SMILES: CN/C(N)=C\C(N)=O
* highest occupied orbital energy: -8.6 eV
* E_tot: -397.3028 Ha
* strongest force on any atom: 3.49 eV/A
* total charge: 0
* relative energy (zero: lowest compared OMol25 entry of this formula, charge and spin): 30.02 kcal per mole
* 2S+1: 1

Structure (XYZ):
```
17
Properties=species:S:1:pos:R:3:forces:R:3
C 1.849 0.043 -0.765 0.01 -0.35 0.47
N 0.523 0.648 -0.638 -0.78 0.30 2.46
C -0.112 0.470 0.788 0.73 0.30 -3.40
N 0.371 1.334 1.726 0.49 0.50 0.46
C -1.084 -0.424 0.958 0.55 -0.89 0.32
C -1.761 -1.266 -0.075 -0.54 1.97 -0.27
N -1.187 -1.250 -1.300 1.58 0.80 -0.50
O -2.884 -1.684 0.164 0.24 -0.90 0.13
H 2.207 0.156 -1.782 -0.01 0.07 -0.18
H 1.752 -1.025 -0.554 0.08 0.10 -0.03
H 2.587 0.469 -0.084 0.08 -0.02 0.06
H 0.582 1.639 -0.861 -0.19 -0.12 0.17
H -0.221 1.537 2.519 0.10 -0.07 -0.15
H 0.931 2.113 1.410 -0.16 -0.23 0.08
H -1.403 -0.636 1.970 -0.30 0.25 0.03
H -0.412 -0.442 -1.443 -2.09 -2.02 0.28
H -1.740 -1.682 -2.031 0.20 0.30 0.08
```
Positions in Å, forces in eV/Å.

Quick look at the Mulliken charges, all values in e: number 1, C, carries -0.89; number 2, N, carries -0.45; number 3, C, carries 0.57; number 4, N, carries -0.48; number 5, C, carries -0.61; number 6, C, carries 0.22; number 7, N, carries -0.41; number 8, O, carries -0.64; number 9, H, carries 0.35; number 10, H, carries 0.29; number 11, H, carries 0.34; number 12, H, carries 0.29; number 13, H, carries 0.23; number 14, H, carries 0.21; number 15, H, carries 0.33; number 16, H, carries 0.45; number 17, H, carries 0.20

=====

[2]
ORCA calculation (the ωB97M-V functional and the def2-TZVPD basis) on C4H9N3O in the gas phase.

## Properties
* gap between HOMO and LUMO: 8.17 eV
* SMILES: C/N=C(N)/C(N)=C/O
* highest occupied orbital energy: -7.5 eV
* E_tot: -397.2463 Ha
* strongest force on any atom: 2.07 eV/A
* total charge: 0
* relative energy (zero: lowest compared OMol25 entry of this formula, charge and spin): 65.47 kcal per mole
* 2S+1: 1

Structure (XYZ):
```
17
Properties=species:S:1:pos:R:3:forces:R:3
C 0.794 1.938 -1.250 -0.37 -0.16 -0.16
N 0.488 0.552 -0.908 -1.13 0.57 0.22
C -0.559 0.327 -0.108 1.57 0.69 -0.31
N -1.636 1.164 0.076 0.03 -0.16 0.09
C -0.298 -0.827 0.684 1.02 -0.01 -1.20
N -1.299 -1.648 1.238 0.06 -0.43 -0.01
C 1.056 -1.107 0.451 -0.39 -0.90 1.82
O 1.472 -2.403 0.391 0.13 0.10 0.08
H 1.805 1.984 -1.662 -0.10 -0.04 0.03
H 0.734 2.626 -0.397 -0.06 -0.03 -0.02
H 0.117 2.305 -2.031 0.02 0.15 -0.03
H -2.371 0.747 0.633 0.06 0.17 -0.08
H -1.951 1.670 -0.738 0.00 -0.05 0.11
H -1.735 -2.243 0.540 -0.04 -0.06 0.13
H -0.919 -2.235 1.975 -0.18 0.07 -0.15
H 1.862 -0.421 0.700 -0.30 0.11 -0.59
H 2.439 -2.431 0.406 -0.33 -0.02 0.07
```
Positions in Å, forces in eV/Å.

Quick look at the Mulliken charges, all values in e: number 1, C, carries -0.98; number 2, N, carries -0.47; number 3, C, carries 0.33; number 4, N, carries -0.50; number 5, C, carries 0.24; number 6, N, carries -0.59; number 7, C, carries -0.09; number 8, O, carries -0.48; number 9, H, carries 0.30; number 10, H, carries 0.33; number 11, H, carries 0.31; number 12, H, carries 0.25; number 13, H, carries 0.24; number 14, H, carries 0.22; number 15, H, carries 0.28; number 16, H, carries 0.24; number 17, H, carries 0.38

=====

[3]
ORCA calculation (the ωB97M-V functional and the def2-TZVPD basis) on C4H9N3O in the gas phase.

## Properties
* gap between HOMO and LUMO: 8.87 eV
* SMILES: C=C(/N=C\NN)OC
* highest occupied orbital energy: -8.1 eV
* E_tot: -397.1598 Ha
* strongest force on any atom: 4.62 eV/A
* total charge: 0
* relative energy (zero: lowest compared OMol25 entry of this formula, charge and spin): 119.77 kcal per mole
* 2S+1: 1

Structure (XYZ):
```
17
Properties=species:S:1:pos:R:3:forces:R:3
C -0.649 1.844 -0.713 2.44 -1.25 -1.78
C -0.485 0.535 -0.264 -3.14 2.05 -1.25
N 0.090 -0.568 -0.957 0.84 -0.09 -0.23
C 1.268 -1.035 -0.689 0.17 2.86 -1.36
N 2.026 -0.508 0.310 1.34 0.29 1.00
N 1.767 0.765 1.126 0.49 -4.58 -0.31
O -1.428 0.222 0.750 0.34 -2.97 -1.72
C -2.043 -1.179 0.411 -1.06 1.34 1.69
H -1.299 2.571 -0.260 -0.27 -0.40 0.47
H -0.075 2.308 -1.625 -0.82 -1.38 1.91
H 1.953 -1.599 -1.490 -2.13 0.41 2.00
H 2.995 -0.760 0.186 0.13 0.43 0.69
H 0.953 0.426 1.717 0.93 1.49 -1.21
H 1.585 1.385 0.367 -1.08 0.94 0.22
H -1.178 -1.869 0.248 -1.33 0.43 0.36
H -2.788 -1.177 -0.482 1.65 0.43 1.29
H -2.692 -1.361 1.366 1.49 0.01 -1.77
```
Positions in Å, forces in eV/Å.

Quick look at the Mulliken charges, all values in e: number 1, C, carries -0.91; number 2, C, carries 0.51; number 3, N, carries -0.55; number 4, C, carries 0.21; number 5, N, carries -0.19; number 6, N, carries -0.70; number 7, O, carries -0.37; number 8, C, carries -0.52; number 9, H, carries 0.30; number 10, H, carries 0.25; number 11, H, carries 0.25; number 12, H, carries 0.24; number 13, H, carries 0.38; number 14, H, carries 0.40; number 15, H, carries 0.26; number 16, H, carries 0.25; number 17, H, carries 0.20

=====

[4]
ORCA calculation (the ωB97M-V functional and the def2-TZVPD basis) on C4H9N3O in the gas phase.

## Properties
* gap between HOMO and LUMO: 9.84 eV
* SMILES: [H]/N=C\NO[C@H]1C[C@H]1N
* highest occupied orbital energy: -8.9 eV
* E_tot: -397.1590 Ha
* strongest force on any atom: 4.08 eV/A
* total charge: 0
* relative energy (zero: lowest compared OMol25 entry of this formula, charge and spin): 120.25 kcal per mole
* 2S+1: 1

Structure (XYZ):
```
17
Properties=species:S:1:pos:R:3:forces:R:3
H -3.051 1.132 0.423 -0.53 1.05 0.56
N -3.344 0.314 -0.077 -0.30 -0.29 -0.12
C -2.289 -0.370 -0.148 0.46 -1.46 -1.70
N -1.083 -0.069 0.419 1.32 1.77 1.03
O -0.044 -0.729 -0.332 -0.03 0.32 1.82
C 1.084 -0.824 0.537 1.68 0.21 -0.89
C 2.330 -0.718 -0.453 -2.18 -1.09 -0.40
C 1.911 0.452 0.395 -3.30 0.19 -2.39
N 1.169 1.616 -0.210 -1.09 -1.62 -0.60
H -2.193 -1.316 -0.786 -0.43 1.20 1.14
H -0.810 0.976 0.767 -0.69 -3.11 -1.56
H 1.015 -1.492 1.445 -0.01 0.95 -1.22
H 3.275 -1.179 -0.177 -0.31 -0.26 -0.29
H 1.821 -0.940 -1.513 1.90 1.05 2.27
H 2.455 0.851 1.192 1.24 -0.09 1.08
H 0.518 1.355 -1.037 1.86 0.22 1.87
H 1.904 2.176 -0.568 0.42 0.96 -0.60
```
Positions in Å, forces in eV/Å.

Quick look at the Mulliken charges, all values in e: number 1, H, carries 0.22; number 2, N, carries -0.61; number 3, C, carries 0.05; number 4, N, carries -0.34; number 5, O, carries -0.26; number 6, C, carries -0.11; number 7, C, carries -0.67; number 8, C, carries -0.12; number 9, N, carries -0.69; number 10, H, carries 0.34; number 11, H, carries 0.38; number 12, H, carries 0.37; number 13, H, carries 0.30; number 14, H, carries 0.21; number 15, H, carries 0.46; number 16, H, carries 0.23; number 17, H, carries 0.26

=====

[5]
ORCA calculation (the ωB97M-V functional and the def2-TZVPD basis) on a molecular structure, C4H9N3O.

## Properties
* gap between HOMO and LUMO: 9.20 eV
* highest occupied orbital energy: -8.4 eV
* E_tot: -397.0872 Ha
* strongest force on any atom: 10.34 eV/A
* total charge: 0
* relative energy (zero: lowest compared OMol25 entry of this formula, charge and spin): 165.29 kcal per mole
* 2S+1: 1

Structure (XYZ):
```
17
Properties=species:S:1:pos:R:3:forces:R:3
C 1.447 -1.640 0.199 1.63 -2.64 4.44
C -0.471 -0.246 -0.922 -3.03 -4.99 1.34
C -1.839 -0.103 -0.123 -0.69 3.07 3.44
C 1.167 1.875 -0.301 0.88 0.71 -0.49
H 0.726 -2.490 0.973 1.87 2.80 -2.28
H 2.279 -1.006 0.974 -2.09 -2.79 -2.12
H 2.028 -2.412 -0.499 -1.38 2.27 0.82
H -0.665 0.538 -1.638 1.13 -0.16 -0.66
H -0.879 -1.308 -1.203 1.63 1.76 -1.04
H -0.849 0.236 1.643 -4.50 1.87 -1.02
H -2.678 0.911 1.470 -2.25 0.87 1.36
H 0.615 2.533 -1.349 0.97 -3.07 3.15
H 1.741 2.704 0.244 -0.67 -1.64 -0.73
N 0.791 -0.459 -0.203 -2.11 1.30 -2.16
N -1.899 0.477 1.132 9.80 -3.29 0.07
N 1.422 0.642 0.173 -0.28 5.19 -0.94
O -2.936 -0.251 -0.571 -0.92 -1.26 -3.17
```
Positions in Å, forces in eV/Å.

Quick look at the Mulliken charges, all values in e: number 1, C, carries -0.76; number 2, C, carries -0.67; number 3, C, carries 0.44; number 4, C, carries -0.32; number 5, H, carries 0.20; number 6, H, carries 0.32; number 7, H, carries 0.25; number 8, H, carries 0.35; number 9, H, carries 0.32; number 10, H, carries 0.29; number 11, H, carries 0.19; number 12, H, carries 0.16; number 13, H, carries 0.25; number 14, N, carries 0.61; number 15, N, carries -0.39; number 16, N, carries -0.62; number 17, O, carries -0.60

=====

[6]
ORCA calculation (the ωB97M-V functional and the def2-TZVPD basis) on C4H9N3O in the gas phase.

## Properties
* gap between HOMO and LUMO: 7.00 eV
* SMILES: CC(=C=N)N(N)CO
* highest occupied orbital energy: -6.2 eV
* E_tot: -397.1246 Ha
* strongest force on any atom: 4.65 eV/A
* total charge: 0
* relative energy (zero: lowest compared OMol25 entry of this formula, charge and spin): 141.86 kcal per mole
* 2S+1: 1

Structure (XYZ):
```
17
Properties=species:S:1:pos:R:3:forces:R:3
C -1.626 -1.227 0.584 -0.07 -0.20 -0.78
C -0.315 -0.529 0.323 -0.07 0.02 -0.96
C 0.831 -1.061 0.699 -2.97 1.57 -0.75
N 1.821 -1.408 1.272 2.98 -3.28 1.41
N -0.217 0.594 -0.497 2.02 -0.51 -0.14
N -1.385 1.358 -0.703 0.74 1.83 0.38
C 1.290 1.155 -0.963 -2.50 0.45 -0.31
O 2.479 1.056 -0.247 -1.00 -0.24 0.80
H -1.459 -2.249 0.938 0.07 0.24 -0.01
H -2.200 -0.696 1.350 0.13 0.00 -0.03
H -2.235 -1.289 -0.323 -0.08 -0.06 0.04
H 1.639 -1.745 2.225 0.60 1.27 0.52
H -2.253 1.020 -0.295 0.69 0.11 -0.52
H -1.356 1.844 -1.597 -0.62 -0.78 0.41
H 1.095 2.223 -1.076 -0.13 -0.08 -0.01
H 1.403 0.719 -1.959 -0.12 -0.39 0.20
H 2.488 0.235 0.271 0.33 0.05 -0.28
```
Positions in Å, forces in eV/Å.

Quick look at the Mulliken charges, all values in e: number 1, C, carries -1.69; number 2, C, carries 0.91; number 3, C, carries 0.22; number 4, N, carries -0.68; number 5, N, carries 0.23; number 6, N, carries -0.72; number 7, C, carries -0.37; number 8, O, carries -0.52; number 9, H, carries 0.35; number 10, H, carries 0.36; number 11, H, carries 0.41; number 12, H, carries 0.21; number 13, H, carries 0.23; number 14, H, carries 0.20; number 15, H, carries 0.29; number 16, H, carries 0.29; number 17, H, carries 0.29

=====

[7]
ORCA calculation (the ωB97M-V functional and the def2-TZVPD basis) on C4H9N3O in the gas phase.

## Properties
* gap between HOMO and LUMO: 8.30 eV
* SMILES: CC(/C=N\O)=C(N)N
* highest occupied orbital energy: -7.5 eV
* E_tot: -397.2493 Ha
* strongest force on any atom: 2.38 eV/A
* total charge: 0
* relative energy (zero: lowest compared OMol25 entry of this formula, charge and spin): 63.56 kcal per mole
* 2S+1: 1

Structure (XYZ):
```
17
Properties=species:S:1:pos:R:3:forces:R:3
C -1.892 -0.704 -0.415 -0.08 0.24 0.17
C -0.463 -0.360 -0.041 0.41 -2.32 0.32
C 0.345 -1.589 0.308 0.06 0.98 -0.10
N 1.585 -1.856 0.579 -1.67 -0.76 -0.25
O 2.443 -0.766 0.571 1.38 -0.33 -0.04
C -0.082 0.934 0.047 0.47 -0.35 -0.18
N -0.836 1.939 -0.509 -0.25 0.51 -0.65
N 1.030 1.372 0.704 0.35 0.08 0.44
H -2.045 -1.774 -0.584 0.20 0.18 -0.02
H -2.553 -0.419 0.415 -0.12 0.03 -0.29
H -2.229 -0.192 -1.319 -0.10 -0.04 0.04
H -0.263 -2.510 0.270 0.50 0.47 0.19
H 3.303 -1.178 0.785 -0.64 0.34 -0.12
H -1.226 1.684 -1.411 -0.08 0.16 0.32
H -0.310 2.803 -0.567 -0.33 0.00 0.05
H 1.615 0.586 0.999 -0.12 0.68 0.05
H 1.577 2.031 0.168 0.01 0.14 0.07
```
Positions in Å, forces in eV/Å.

Quick look at the Mulliken charges, all values in e: number 1, C, carries -1.46; number 2, C, carries 0.63; number 3, C, carries -0.27; number 4, N, carries -0.58; number 5, O, carries -0.40; number 6, C, carries 0.63; number 7, N, carries -0.50; number 8, N, carries -0.65; number 9, H, carries 0.38; number 10, H, carries 0.29; number 11, H, carries 0.28; number 12, H, carries 0.25; number 13, H, carries 0.36; number 14, H, carries 0.22; number 15, H, carries 0.26; number 16, H, carries 0.33; number 17, H, carries 0.24

=====

Which value of relative energy (zero: lowest compared OMol25 entry of this formula, charge and spin) does entry 5 give? 165.29 kcal per mole

=====

Number 2 is which compound? C4H9N3O

=====

Which of these has the lowest highest occupied orbital energy? number 4

=====

Number 2 is which compound? C4H9N3O